A cluster of 9 separate species, C21H39Cl6FO18 in total in a non-equilibrium geometry, computed with ωB97M-V/def2-TZVPD.

```
85
Properties=species:S:1:pos:R:3
O 1.880 13.358 -15.729
C 1.389 12.452 -15.125
O 0.875 11.359 -15.711
C 0.377 10.489 -14.703
C 0.958 11.075 -13.416
F 2.088 10.345 -13.146
O 1.207 12.403 -13.788
H -0.712 10.408 -14.719
H 0.709 9.463 -14.851
H 0.213 11.019 -12.628
C -2.131 8.006 -13.209
O -2.538 8.708 -12.032
C -1.587 8.976 -11.148
O -0.405 8.862 -11.319
O -2.173 9.359 -10.039
C -1.430 9.591 -8.854
H -1.129 8.268 -13.545
H -2.918 8.209 -13.927
H -2.093 6.931 -13.019
H -0.522 10.166 -9.042
H -1.111 8.628 -8.456
H -2.027 10.139 -8.135
C 1.563 6.776 -12.686
O 0.434 6.075 -12.199
C 0.268 4.824 -12.573
O 1.009 4.191 -13.273
O -0.871 4.296 -12.112
C -1.625 4.900 -11.069
H 1.728 7.709 -12.162
H 1.448 7.020 -13.746
H 2.422 6.101 -12.658
H -1.427 4.319 -10.163
H -2.676 4.782 -11.325
H -1.390 5.936 -10.835
C 3.588 11.856 -18.666
O 4.866 12.177 -19.223
C 4.886 13.220 -20.034
O 3.958 13.901 -20.374
O 6.143 13.399 -20.418
C 6.417 14.279 -21.467
H 3.384 12.447 -17.776
H 3.617 10.803 -18.399
H 2.805 12.024 -19.401
H 6.195 13.875 -22.455
H 7.427 14.680 -21.436
H 5.817 15.197 -21.418
C -1.840 8.684 -18.273
O -1.975 9.362 -17.017
C -3.058 10.076 -16.802
O -3.917 10.295 -17.614
O -3.040 10.519 -15.549
C -4.186 11.211 -15.080
H -0.822 8.318 -18.313
H -2.041 9.328 -19.128
H -2.611 7.915 -18.264
H -4.740 11.766 -15.833
H -3.800 11.968 -14.392
H -4.829 10.542 -14.510
C 6.786 17.439 -11.937
O 5.885 16.674 -12.714
C 5.772 15.367 -12.438
O 6.463 14.741 -11.678
O 4.827 14.882 -13.211
C 4.663 13.458 -13.318
H 7.801 17.233 -12.283
H 6.739 17.258 -10.863
H 6.569 18.491 -12.102
H 3.705 13.330 -13.809
H 4.672 13.003 -12.330
H 5.470 13.113 -13.965
Cl -3.959 12.550 -9.714
C -3.715 13.012 -11.417
Cl -1.989 12.729 -11.851
H -4.340 12.413 -12.066
H -3.913 14.072 -11.509
Cl 1.031 18.047 -14.985
C 0.856 16.517 -14.123
Cl 2.085 16.352 -12.867
H -0.118 16.463 -13.649
H 0.954 15.691 -14.821
Cl 3.912 6.006 -15.917
C 2.202 5.723 -16.231
Cl 1.212 7.180 -16.352
H 2.124 5.142 -17.144
H 1.794 5.119 -15.424
```

Kohn-Sham gap (eV): 10.513
Highest occupied orbital energy (eV): -10.361
Energy above the lowest of the compared OMol25 structures with the same formula, charge and spin (kcal/mol): 0.0
E_tot (eV): -137116.341
Max |F| (eV/A): 2.31
Net charge: 0
SMILES: O=C1OC[C@@H](F)O1.COC(=O)OC.COC(=O)OC.COC(=O)OC.COC(=O)OC.COC(=O)OC.ClCCl.ClCCl.ClCCl